# 1
Formula: AgBr
Source: the Open Molecules 2025 dataset
Level of theory: ωB97M-V/def2-TZVPD

```
! RIJCOSX wB97M-V def2-TZVPD def2/J DEFGRID3
* xyz 1 2
Ag -1.94 -0.74 -0.65
Br 1.94 0.74 0.65
*
```

Results
E_tot	-74031.437	eV
E_HOMO (alpha / beta)	-14.90 / -14.47	eV
ΔE to the lowest compared entry with this formula, charge and spin	72.8	kJ/mol
LUMO energy (alpha / beta)	-7.670 / -7.664	eV
frontier orbital gap (alpha / beta)	7.23 / 6.80	eV
<S²>	0.752

# 2
Formula: C2F3NO6PtS2
Source: the Open Molecules 2025 dataset
Level of theory: ωB97M-V/def2-TZVPD

```
! RIJCOSX wB97M-V def2-TZVPD def2/J DEFGRID3
* xyz -1 4
N 1.03 1.38 -0.49
S -0.46 1.92 -0.08
O -1.55 -0.58 1.41
S 1.55 -0.13 -0.37
O 0.24 -0.82 -0.28
O 2.93 0.22 -0.79
C 2.25 -1.41 0.85
F 1.37 -2.12 1.53
F 3.01 -2.29 0.21
F 3.00 -0.80 1.76
O -2.49 1.12 -2.40
C -2.70 2.30 -2.18
O -3.46 3.18 -2.44
O -1.96 2.25 -0.52
Pt -1.61 -0.37 -0.45
*
```

Results
E_tot	-48909.828	eV
E_HOMO (alpha / beta)	-4.46 / -5.09	eV
ΔE to the lowest compared entry with this formula, charge and spin	114.7	kJ/mol
LUMO energy (alpha / beta)	2.713 / 1.990	eV
frontier orbital gap (alpha / beta)	7.17 / 7.08	eV
<S²>	3.781

# 3
Formula: C8H17NO2S
Source: the Open Molecules 2025 dataset
Level of theory: ωB97M-V/def2-TZVPD

```
! RIJCOSX wB97M-V def2-TZVPD def2/J DEFGRID3
* xyz 0 1
C -2.34 -2.51 2.45
C -0.89 -2.48 1.86
C -0.12 -1.11 1.88
C -0.66 -0.29 0.83
N -0.31 1.05 0.42
C 1.14 1.00 -0.20
C 1.34 0.13 -1.57
C 0.77 0.81 -3.01
S 0.61 2.51 -2.39
O 1.44 3.19 -3.40
O -0.71 3.00 -1.92
C 1.46 2.53 -0.74
H -2.44 -1.68 3.19
H -3.17 -2.05 1.74
H -2.40 -3.64 2.61
H -1.08 -2.84 0.72
H -0.30 -3.17 2.52
H -0.26 -0.70 2.84
H 1.02 -1.26 1.89
H -0.74 -1.03 0.07
H -1.70 -0.05 1.17
H -0.96 1.32 -0.27
H 1.96 0.48 0.43
H 2.43 0.20 -1.91
H 1.05 -0.99 -1.08
H -0.21 0.46 -3.40
H 1.58 1.09 -3.76
H 0.88 3.30 -0.15
H 2.60 2.74 -0.82
*
```

Results
E_tot	-24986.969	eV
E_HOMO	-9.38	eV
ΔE to the lowest compared entry with this formula, charge and spin	493.5	kJ/mol
LUMO energy	0.661	eV
SMILES	CCCCN[C@H]1CCS(=O)(=O)C1
frontier orbital gap	10.04	eV

# 4
Formula: C11H8B2ClF13InN5O5
Source: the Open Molecules 2025 dataset
Level of theory: ωB97M-V/def2-TZVPD

```
! RIJCOSX wB97M-V def2-TZVPD def2/J DEFGRID3
* xyz -2 1
In 0.21 0.42 -0.59
O -2.24 3.65 -1.35
Cl -0.84 3.53 -1.46
O -0.28 4.74 -1.91
O -0.26 3.13 -0.25
O -0.63 2.50 -2.52
F 2.36 1.34 3.74
C 2.10 1.70 2.46
F 2.31 3.02 2.41
F 0.80 1.48 2.27
C 2.98 0.92 1.41
O 2.48 0.94 0.21
C 3.14 -0.54 1.93
F 3.86 -0.68 3.08
F 1.95 -1.08 2.18
F 3.75 -1.32 1.04
C 4.40 1.59 1.48
F 4.45 2.76 0.84
F 5.35 0.81 0.93
F 4.83 1.84 2.74
F 1.29 -2.20 -0.88
B 0.65 -2.80 -1.92
F 1.29 -3.91 -2.40
C -3.80 -0.44 2.46
C -3.87 0.45 1.41
C -2.75 0.72 0.64
C -1.53 0.11 0.91
C -1.48 -0.79 1.96
C -2.60 -1.07 2.73
H -4.68 -0.65 3.06
H -4.82 0.94 1.19
H -2.83 1.42 -0.18
H -0.55 -1.29 2.19
H -2.54 -1.79 3.55
F 0.69 1.00 -3.68
B 0.70 1.64 -2.48
F 1.74 2.52 -2.40
N -1.61 -4.35 -3.25
N -1.40 -2.97 -3.46
N -2.60 -2.26 -3.37
C -2.42 -1.33 -2.47
N -1.26 -1.30 -1.83
N -0.55 -2.37 -2.39
H -1.85 -4.58 -2.29
H -0.74 -4.81 -3.50
H -3.19 -0.63 -2.22
*
```

Results
E_tot	-83600.887	eV
E_HOMO	-1.05	eV
ΔE to the lowest compared entry with this formula, charge and spin	104.3	kJ/mol
LUMO energy	4.780	eV
frontier orbital gap	5.83	eV